[1]
# C3H8NO4

2 unconnected molecules or ions with the total composition C3H8NO4 at a distorted geometry (ωB97M-V with the def2-TZVPD basis set, OMol25).

Last column: Mulliken charge in e.
Element x y z (Å)
O -2.1334 2.3186 -0.4023  -0.74
C -0.8993 2.0986 -0.2967  0.38
O 0.1316 2.7896 -0.3335  -0.72
C -0.6506 0.5586 -0.0710  0.18
C 0.1813 0.1703 1.1663  -0.50
O -0.0908 -1.2036 1.5618  -0.53
N 0.0893 0.0966 -1.2689  -0.60
H -1.5720 -0.0297 0.0569  0.32
H -0.2154 0.7863 1.9893  0.27
H 1.2663 0.1420 1.0819  0.22
H -1.0402 -1.3503 1.4720  0.29
H 0.9770 0.5753 -1.3159  0.26
H -0.4677 0.1429 -2.1079  0.21
H 1.3847 -1.9797 -1.2001  0.33
H 1.3817 -2.4077 0.2768  0.34
O 1.6575 -2.7076 -0.6085  -0.71

Cartesian forces (eV/Å) of the 3 atoms listed first:
0.6501 1.0788 -0.2536
-1.1724 -1.7244 1.1477
-0.2292 0.4764 -0.1927

Results
Relative energy (zero: lowest compared OMol25 entry of this formula, charge and spin) (kcal/mol): 21.0
Gap between HOMO and LUMO (Ha): 0.283
LUMO (Eh): 0.1362
Spin multiplicity: 1
Charge: -1

***

[2]
# C80H180Br4N10

14 unconnected molecules or ions with the total composition C80H180Br4N10 at a distorted geometry (ωB97M-V with the def2-TZVPD basis set, OMol25).

Last column: Mulliken charge in e.
Element x y z (Å)
C 21.6393 10.5870 -0.6573  -1.60
C 21.6638 10.3744 -2.2531  1.87
C 23.1582 10.2876 -2.7714  -1.19
N 23.3224 9.6325 -4.1921  0.58
C 22.5005 10.4175 -5.2326  -1.52
C 24.8250 9.6327 -4.6148  -0.46
C 25.2273 8.1943 -5.1215  -0.62
C 24.1696 7.3787 -4.4397  -0.81
C 22.8610 8.1538 -4.1839  0.09
H 22.2379 11.4976 -0.6331  0.51
H 22.2277 9.7761 -0.2280  0.47
H 20.6192 10.6207 -0.2746  0.05
H 21.1572 11.2302 -2.6993  -0.18
H 20.9912 9.5564 -2.5111  -0.86
H 23.9164 9.8985 -2.0919  0.52
H 23.4591 11.3056 -3.0188  0.55
H 22.9755 10.0956 -6.1594  0.83
H 22.7191 11.4808 -5.1341  0.45
H 21.4251 10.2401 -5.2407  0.00
H 24.9477 10.3319 -5.4420  0.25
H 25.3456 9.8788 -3.6893  0.43
H 25.0319 8.1564 -6.1932  0.32
H 26.2345 7.9531 -4.7815  0.35
H 24.0405 6.4030 -4.9081  0.48
H 24.5801 7.1022 -3.4686  0.37
H 22.2282 8.0222 -5.0616  0.08
H 22.3185 7.9339 -3.2644  -0.03
C 14.8161 8.0212 -6.2260  -0.77
C 15.0566 9.3298 -5.5454  0.61
C 16.2499 10.2745 -5.8038  1.35
N 16.2096 11.5680 -4.8842  0.73
C 14.9291 12.3634 -5.0166  -0.39
C 17.4096 12.4853 -5.2021  -1.16
C 18.7210 11.9292 -4.4783  0.99
C 18.1251 11.0549 -3.3457  0.44
C 16.5754 11.1594 -3.3864  0.81
H 15.5949 7.2817 -6.0396  0.48
H 14.7933 8.1014 -7.3128  0.15
H 13.9404 7.6278 -5.7098  -0.15
H 14.8797 9.1686 -4.4820  -0.42
H 14.1718 9.9160 -5.7935  -0.59
H 16.4534 10.6735 -6.7976  0.56
H 17.0641 9.6641 -5.4130  -1.15
H 13.9946 11.8057 -4.9545  -0.24
H 14.8465 12.9668 -5.9205  0.24
H 14.9737 13.1546 -4.2682  0.36
H 17.1659 13.4047 -4.6696  0.50
H 17.4950 12.7007 -6.2672  -0.01
H 19.3966 12.7132 -4.1364  0.44
H 19.1636 11.3176 -5.2644  -0.76
H 18.3829 11.5264 -2.3974  0.23
H 18.5099 10.0351 -3.3350  -0.77
H 16.1037 11.8928 -2.7324  -0.67
H 16.1151 10.3183 -2.8680  -0.39
C 19.4831 6.9308 1.9653  -1.31
C 19.4723 7.1166 0.3703  0.93
C 18.9225 5.8618 -0.2658  -1.08
N 18.7504 6.0511 -1.8121  0.55
C 17.9737 7.3185 -2.2435  -1.10
C 17.9600 4.8175 -2.4147  -0.86
C 18.4813 4.6364 -3.8506  -0.05
C 19.9384 5.0385 -3.8037  -0.98
C 20.0875 6.0387 -2.6490  0.53
H 19.2088 7.8841 2.4170  0.35
H 20.5096 6.7526 2.2857  0.36
H 18.7856 6.1187 2.1704  0.40
H 20.5146 7.3102 0.1169  0.05
H 18.8743 7.9855 0.0954  -0.45
H 17.9360 5.7174 0.1747  0.55
H 19.5639 4.9890 -0.1438  0.36
H 17.8996 7.4532 -3.3226  0.20
H 18.5993 8.1593 -1.9438  0.28
H 16.9161 7.3592 -1.9830  0.19
H 16.8896 4.8171 -2.2089  0.44
H 18.2387 3.9113 -1.8769  0.42
H 17.9951 5.3683 -4.4956  -0.29
H 18.3715 3.6454 -4.2910  0.55
H 20.0599 5.4046 -4.8232  0.42
H 20.5112 4.1639 -3.4954  0.44
H 20.3585 7.0502 -2.9513  -0.88
H 20.7598 5.6177 -1.9014  0.64
C 12.2763 12.1662 -7.9244  -0.93
C 13.2288 11.9376 -9.1284  0.77
C 13.2196 13.0759 -10.2364  -1.12
N 13.5160 12.6980 -11.7127  0.12
C 12.4242 11.8059 -12.3741  -0.82
C 13.8041 14.0451 -12.5399  -0.56
C 14.5426 13.6573 -13.8032  -0.64
C 15.2422 12.3904 -13.4478  -0.80
C 14.9064 12.0391 -11.9317  -0.22
H 12.2768 13.1444 -7.4434  -0.05
H 12.4934 11.3862 -7.1947  0.04
H 11.2395 11.9740 -8.2002  0.53
H 13.1220 10.9670 -9.6128  0.39
H 14.2504 11.8993 -8.7502  -0.47
H 13.9966 13.7605 -9.8964  0.22
H 12.2605 13.5860 -10.3252  0.49
H 11.5167 12.3498 -12.1117  0.28
H 12.5537 10.8344 -11.8972  0.38
H 12.5550 11.8177 -13.4562  0.40
H 12.8990 14.5835 -12.8208  0.48
H 14.3656 14.7570 -11.9349  0.41
H 13.8826 13.5129 -14.6585  0.30
H 15.3140 14.3989 -14.0110  0.29
H 15.0688 11.6018 -14.1801  0.42
H 16.3252 12.4999 -13.5037  0.40
H 14.6819 10.9726 -11.9153  0.30
H 15.6103 12.3260 -11.1505  0.16
C 19.7759 14.0303 2.3923  -1.33
C 19.6932 14.3040 0.8754  1.57
C 20.3643 15.5998 0.3911  -0.74
N 19.7713 15.9830 -0.9887  0.71
C 19.4066 14.8245 -1.8972  -1.22
C 20.8148 16.9323 -1.7288  -0.68
C 20.4480 18.3734 -1.2031  -0.56
C 19.0024 18.2529 -0.6864  -0.58
C 18.4725 16.8624 -0.9000  -0.33
H 20.1328 13.0004 2.3970  0.38
H 18.8701 14.2416 2.9605  0.31
H 20.6429 14.5019 2.8550  0.40
H 18.6404 14.3700 0.6007  -1.04
H 19.9709 13.3375 0.4547  -0.32
H 21.4388 15.4874 0.5359  0.37
H 20.0054 16.3793 1.0631  0.35
H 19.1489 14.9297 -2.9511  0.27
H 18.5615 14.2530 -1.5135  -0.11
H 20.3172 14.2271 -1.8523  0.57
H 20.5807 16.8953 -2.7927  0.35
H 21.8265 16.5932 -1.5056  0.37
H 20.6835 19.0875 -1.9922  0.43
H 21.1645 18.5056 -0.3923  0.29
H 18.4128 18.9893 -1.2326  0.42
H 19.0440 18.6460 0.3294  0.36
H 17.8762 16.8500 -1.8123  0.39
H 17.8769 16.3746 -0.1284  -0.16
C 9.7041 19.2201 -3.3848  -1.35
C 10.2945 17.8529 -3.5903  -0.22
C 10.5809 17.6059 -5.0943  -0.94
N 11.1998 16.1635 -5.5124  0.51
C 12.2739 15.7409 -4.5261  -1.49
C 10.1602 15.0699 -5.7622  -0.08
C 9.5149 15.1969 -7.2129  -0.88
C 10.6491 15.9650 -8.0252  -0.07
C 11.7451 16.3867 -6.9578  -0.55
H 10.5342 19.8976 -3.5849  0.36
H 9.2486 19.4383 -2.4189  0.36
H 8.9508 19.4816 -4.1280  0.34
H 9.7587 16.9874 -3.2005  0.40
H 11.2888 17.7973 -3.1472  0.26
H 11.2724 18.4197 -5.3124  0.45
H 9.6698 17.7739 -5.6687  0.49
H 12.8595 14.9742 -5.0333  0.30
H 11.8706 15.4148 -3.5674  0.49
H 12.9218 16.6159 -4.4749  0.43
H 10.5948 14.0716 -5.7104  -0.13
H 9.3887 15.0926 -4.9925  0.46
H 9.4097 14.1874 -7.6105  0.44
H 8.6097 15.7904 -7.0842  0.32
H 10.9621 15.2016 -8.7375  -0.26
H 10.2812 16.8541 -8.5374  0.49
H 12.5669 15.6712 -6.9854  0.24
H 12.1712 17.3735 -7.1385  0.43
C 12.6995 5.3890 -7.4869  -1.59
C 12.1432 3.9552 -7.3810  -0.22
C 11.4389 3.5705 -6.0966  -0.73
N 11.0836 2.0467 -6.1038  0.43
C 10.4287 1.4588 -7.4219  -1.04
C 10.1552 1.7325 -4.8956  -0.50
C 10.9162 0.8312 -3.9099  -0.47
C 11.8569 0.0064 -4.7954  -0.61
C 12.3048 1.1340 -5.7733  -0.79
H 11.9662 6.1802 -7.6433  0.46
H 13.3530 5.5502 -8.3443  0.52
H 13.3514 5.7760 -6.7038  0.22
H 13.0277 3.3402 -7.5470  0.30
H 11.4816 3.8472 -8.2405  0.33
H 10.4730 4.0660 -5.9994  0.48
H 12.0033 3.9158 -5.2304  0.29
H 9.5770 2.0984 -7.6532  0.45
H 10.0134 0.4844 -7.1647  0.40
H 10.9898 1.4335 -8.3561  0.34
H 9.3013 1.1627 -5.2623  0.34
H 9.7816 2.6914 -4.5364  0.28
H 10.2244 0.1001 -3.4916  0.36
H 11.5112 1.4341 -3.2240  0.28
H 11.2888 -0.7842 -5.2855  0.35
H 12.5644 -0.4684 -4.1156  0.35
H 12.8534 0.8225 -6.6623  0.37
H 13.0723 1.7499 -5.3045  0.42
C 9.6530 11.7955 1.7063  -1.41
C 10.7162 12.8577 1.5080  -0.61
C 11.9829 12.4074 0.8215  0.01
N 13.0486 13.5744 0.5614  0.54
C 12.2943 14.6154 -0.3463  -1.18
C 14.2940 12.8760 -0.0437  0.49
C 15.5238 13.4961 0.7215  0.69
C 15.0002 14.7296 1.4531  -0.87
C 13.6036 14.3198 1.8529  -0.82
H 9.5825 10.9917 0.9735  0.29
H 8.6720 12.1592 2.0118  0.39
H 9.8462 11.1647 2.5739  0.38
H 10.9777 13.3148 2.4623  0.36
H 10.0834 13.6325 1.0752  0.25
H 11.7477 11.8784 -0.1020  0.26
H 12.5677 11.7187 1.4313  0.22
H 12.1086 13.9285 -1.1719  0.29
H 12.8626 15.4888 -0.6662  0.47
H 11.3290 14.9256 0.0537  0.38
H 14.3108 13.0338 -1.1221  0.68
H 14.3156 11.8014 0.1373  -1.33
H 16.3463 13.7455 0.0511  -0.76
H 15.8919 12.8537 1.5214  0.31
H 15.1456 15.6334 0.8614  0.36
H 15.5740 14.9228 2.3595  0.46
H 12.9374 15.0958 2.2299  0.39
H 13.6786 13.4833 2.5477  0.43
C 11.0612 7.9429 -4.6708  -0.90
C 11.7446 7.1884 -3.4744  -0.44
C 11.7374 8.2167 -2.2603  -0.70
N 12.4579 7.6487 -0.9426  0.78
C 12.0034 6.2185 -0.6178  -1.19
C 14.0179 7.6293 -1.1052  -0.74
C 14.5569 8.9074 -0.4422  0.15
C 13.6568 8.8971 0.8259  -0.62
C 12.2751 8.5797 0.2606  -0.58
H 10.4156 7.1303 -5.0038  0.30
H 11.7401 8.2538 -5.4649  0.10
H 10.4314 8.7723 -4.3492  0.39
H 12.6970 6.7727 -3.8033  0.30
H 11.2620 6.2685 -3.1441  0.53
H 10.7247 8.5534 -2.0383  0.67
H 12.4057 9.0076 -2.6007  0.02
H 10.9242 6.1837 -0.7671  0.44
H 12.4364 5.9668 0.3503  0.40
H 12.2647 5.3872 -1.2725  0.40
H 14.4308 6.6900 -0.7373  0.24
H 14.4562 7.6998 -2.1006  0.00
H 15.5971 8.9287 -0.1171  0.04
H 14.4378 9.8534 -0.9702  0.00
H 13.8824 8.0593 1.4857  0.38
H 13.8488 9.7522 1.4740  0.54
H 11.4984 8.3508 0.9902  0.52
H 11.8496 9.4734 -0.1957  0.01
C 16.4508 8.6868 -9.7423  -1.41
C 17.8840 9.0784 -9.2527  0.80
C 18.3328 10.3061 -9.8968  -0.59
N 19.7844 10.7735 -9.6766  0.49
C 20.7593 9.8310 -10.3446  -0.93
C 20.0706 11.0521 -8.1824  -0.41
C 21.1425 12.1895 -8.0175  0.14
C 21.2995 12.7771 -9.3263  -1.07
C 20.0728 12.2885 -10.1253  -0.37
H 15.7379 9.5092 -9.6820  0.02
H 16.0323 7.8401 -9.1983  0.40
H 16.5009 8.4254 -10.7993  0.55
H 18.5670 8.2974 -9.5868  0.55
H 17.9376 9.0555 -8.1642  -0.67
H 17.7462 11.1811 -9.6168  -0.17
H 18.1501 10.1611 -10.9616  0.54
H 21.7736 10.2072 -10.2114  0.38
H 20.4491 9.7214 -11.3838  0.26
H 20.5830 8.9300 -9.7570  0.37
H 20.1345 10.1974 -7.5089  0.36
H 19.1520 11.5766 -7.9194  -0.18
H 22.0806 11.6543 -7.8700  -0.04
H 20.8656 12.8994 -7.2381  0.39
H 22.2009 12.4070 -9.8147  0.38
H 21.2977 13.8572 -9.1792  0.39
H 20.1261 12.2232 -11.2121  0.51
H 19.2006 12.9031 -9.9023  0.11
Br 17.7922 10.7269 0.3608  -0.60
Br 16.6575 13.9334 -8.7591  -0.68
Br 11.5155 11.9303 -3.8569  -0.71
Br 19.1861 7.9151 -5.8386  -0.53

Cartesian forces (eV/Å) of the 3 atoms listed first:
1.0843 -0.3571 -2.7527
0.2621 -0.2386 1.1368
-1.2625 0.6160 -1.5318

Results
Gap between HOMO and LUMO (alpha / beta) (Ha): 0.058 / 0.262
LUMO (alpha / beta) (Eh): -0.3001 / -0.3028
Spin multiplicity: 2
Charge: +5

***

[3]
# C5H11BO2

C5H11BO2 in the gas phase (ωB97M-V with the def2-TZVPD basis set, OMol25).

Last column: Mulliken charge in e.
Element x y z (Å)
B -1.8432 0.7444 -1.0980  0.17
C -0.3057 0.8890 -1.3528  -0.70
C 0.4263 -0.4503 -1.5598  -0.43
C 0.9554 -1.1078 -0.2813  -0.56
O 1.6440 -0.1886 0.5757  -0.32
C 1.2153 -0.0425 1.8618  0.64
C -0.2678 0.1409 2.0913  -0.82
O 2.0233 0.0670 2.7463  -0.55
H -2.4088 1.4388 -0.3109  -0.05
H -2.4420 -0.0717 -1.7318  -0.06
H -0.2260 1.4836 -2.2754  0.25
H 0.1760 1.4690 -0.5640  0.27
H 1.2857 -0.3002 -2.2216  0.31
H -0.2298 -1.1778 -2.0509  0.30
H 0.1736 -1.6428 0.2630  0.40
H 1.6972 -1.8585 -0.5725  0.32
H -0.4526 0.0751 3.1637  0.30
H -0.5430 1.1362 1.7344  0.21
H -0.8781 -0.6041 1.5828  0.31

Cartesian forces (eV/Å) of the 3 atoms listed first:
0.3164 0.0990 -0.1102
-0.3809 -0.3871 0.4255
0.3906 0.1983 -0.0641

Results
Relative energy (zero: lowest compared OMol25 entry of this formula, charge and spin) (kcal/mol): 65.4
Gap between HOMO and LUMO (Ha): 0.386
LUMO (Eh): 0.0049
Spin multiplicity: 1
SMILES: BCCCOC(C)=O

***

[4]
# CH5NO

2 unconnected molecules or ions with the total composition CH5NO at a distorted geometry (ωB97M-V with the def2-TZVPD basis set, OMol25).

Last column: Mulliken charge in e.
Element x y z (Å)
N 1.6374 0.2853 0.0992  0.01
O 2.5292 -0.5465 -0.0064  -0.27
H 2.2508 1.1613 -0.0833  0.23
C -1.3183 -0.2315 0.0551  -1.01
H -1.0490 -0.9038 0.8694  0.23
H -1.3546 0.8304 0.3145  0.26
H -2.1862 -0.3475 -0.5862  0.31
H -0.5093 -0.2477 -0.6623  0.23

Cartesian forces (eV/Å) of the 3 atoms listed first:
3.9107 0.1839 -0.5087
-1.7307 -0.2549 0.3156
-1.7698 0.1607 0.2925

Results
Relative energy (zero: lowest compared OMol25 entry of this formula, charge and spin) (kcal/mol): 72.4
Gap between HOMO and LUMO (Ha): 0.342
LUMO (Eh): -0.0187
Spin multiplicity: 1
SMILES: N=O.C

***

Number 1: total energy -12922.315 eV. Number 2: total energy -380898.520 eV. Number 3: total energy -10133.589 eV. Number 4: total energy -4652.245 eV.